This record from the Open Molecules 2025 dataset describes a molecular structure, H8O4 in a non-equilibrium geometry. The level of theory is the ωB97M-V functional and the def2-TZVPD basis.

Spin multiplicity: 1
Total energy in hartree: -305.575892
Net charge: 0
Highest occupied orbital energy in eV: -10.14

Geometry as XYZ:
```
12
H8O4 | the Open Molecules 2025 dataset | the ωB97M-V functional and the def2-TZVPD basis
O -1.2069 -0.3471 -0.2354
H -1.2677 -0.1254 0.6938
H -0.2699 -0.3166 -0.4286
O -1.1287 1.5402 -1.3562
H -1.6863 0.7816 -1.1837
H -0.6747 1.6976 -0.5284
O 1.3163 -1.2326 1.5731
H 0.7814 -2.0226 1.4967
H 0.9841 -0.6507 0.8895
O 0.7188 0.1232 -0.1282
H 0.8474 0.3234 -1.0554
H 1.5861 0.2290 0.2627
```